Formula: C34H62O18S4
Source: the Open Molecules 2025 dataset
Level of theory: ωB97M-V with the def2-TZVPD basis set

```
! RIJCOSX wB97M-V def2-TZVPD def2/J DEFGRID3
* xyz 0 1
S 3.31 -6.19 6.21
S 2.54 -7.78 -4.04
S -6.49 7.54 -0.44
S -2.44 5.64 -3.13
O -7.69 8.60 -0.66
O 2.81 4.56 -1.55
O -4.43 -0.85 0.43
O 4.10 -7.69 -4.47
O 2.57 -0.10 -2.35
O -5.04 1.11 -0.69
O -1.34 5.25 -2.29
O -2.37 5.58 -4.56
O 3.26 2.99 0.05
O 2.65 -5.30 7.12
O 2.49 -1.52 2.88
O -6.31 6.78 -1.64
O 2.66 -5.99 4.74
O 2.32 -6.92 -2.91
O -6.67 6.91 0.84
O 4.74 -6.23 6.08
O -2.93 7.12 -2.69
O 2.14 -9.16 -4.04
C 4.01 1.90 -0.58
C 2.37 3.60 -0.87
C 3.35 0.12 1.26
C -5.58 1.12 1.67
C 0.84 -4.16 -1.44
C -1.96 8.17 -2.67
C 5.12 0.15 3.16
C -5.17 8.72 -0.31
C 3.96 1.00 2.46
C 4.19 0.87 5.58
C -0.68 -3.93 -1.00
C -2.55 -2.32 -0.25
C -3.22 -0.87 -0.39
C 4.83 -0.29 4.67
C 0.84 3.17 -1.06
C 2.64 -4.68 4.17
C 5.09 -7.96 -3.49
C -9.72 7.45 0.05
C 2.70 -0.49 -1.16
C 1.59 -2.86 -1.97
C 2.72 -7.83 6.49
C 1.87 -7.00 -5.48
C -5.51 2.52 1.85
C -8.96 8.11 -1.09
C -1.23 -2.44 -1.20
C 2.13 -2.28 0.58
C 2.15 -1.92 -0.78
C -1.64 8.66 -4.08
C 5.22 -9.45 -3.22
C -4.98 0.45 0.37
C 2.66 -1.24 1.66
C 3.37 0.51 -0.10
C -3.89 4.76 -2.60
C 4.01 -4.27 3.66
H 3.07 1.24 3.13
H -5.06 9.23 -1.26
H 5.85 -0.53 5.14
H 0.28 3.93 -1.71
H 2.20 -7.55 -6.37
H 3.14 -8.18 7.44
H 1.75 -3.28 0.94
H 0.78 -7.05 -5.41
H -6.12 0.48 2.45
H -0.54 -1.62 -0.85
H 2.25 -3.96 4.89
H -9.77 8.12 0.91
H -2.56 8.91 -4.62
H -2.40 8.99 -2.10
H -5.91 2.99 2.80
H 1.37 -4.68 -0.57
H 4.69 1.85 5.30
H 1.94 -4.71 3.33
H -9.22 6.54 0.37
H 3.94 -3.32 3.12
H -5.03 3.13 1.02
H 0.77 2.15 -1.58
H -9.53 8.98 -1.45
H 5.37 -10.00 -4.15
H 2.20 -5.97 -5.52
H 3.06 -8.47 5.68
H 0.32 3.08 -0.04
H 4.35 2.01 2.08
H 5.31 -0.81 2.56
H 6.04 -7.58 -3.88
H -3.98 4.84 -1.52
H 2.54 -3.21 -2.52
H -5.41 9.42 0.49
H -10.73 7.20 -0.27
H 4.21 -1.23 4.77
H -3.78 3.72 -2.90
H -1.63 -2.29 -2.27
H -3.27 -3.19 -0.38
H 1.00 -2.25 -2.72
H 1.64 -7.82 6.54
H 0.86 -4.92 -2.30
H -4.76 5.20 -3.09
H -1.13 7.88 -4.65
H -8.85 7.43 -1.94
H -4.26 8.17 -0.07
H -1.32 -4.60 -1.68
H 3.06 0.92 5.41
H 5.10 1.91 -0.29
H -3.41 -0.66 -1.50
H -1.06 7.86 -2.15
H 4.88 -7.41 -2.56
H 3.87 2.05 -1.71
H -1.00 9.54 -4.04
H 6.07 -9.65 -2.56
H 4.41 -5.03 2.99
H 4.34 0.57 6.68
H 4.71 -4.15 4.48
H -2.52 -0.08 0.05
H -2.14 -2.38 0.82
H -0.89 -4.27 0.07
H 6.13 0.72 3.13
H 4.32 -9.85 -2.75
*
```

Values from the calculation:
Total energy, Eh: -4279.519686
E_HOMO, eV: -9.802
LUMO, eV: -1.37
Strongest force on any atom, eV/A: 4.0
Frontier orbital gap, hartree: 0.30982


Formula: C34H63BCoN8OP3
Source: the Open Molecules 2025 dataset
Level of theory: ωB97M-V with the def2-TZVPD basis set

```
! RIJCOSX wB97M-V def2-TZVPD def2/J DEFGRID3
* xyz 2 5
Co 0.02 -0.44 -0.83
P 0.04 -0.47 -3.14
P 2.30 0.44 -0.01
P -1.51 -2.16 0.15
O -0.68 1.27 1.75
N 1.29 -0.69 -5.65
N -0.74 -1.13 2.57
N -1.09 -0.87 -5.70
N 1.27 0.01 2.50
N -2.75 3.00 -0.48
N -1.41 1.20 -0.47
N -0.06 1.28 -5.54
N -2.49 1.77 -2.49
C 0.16 -1.38 -6.23
C 0.02 -3.96 -1.27
C -4.17 -3.23 0.54
C 1.40 3.06 -0.33
C -3.30 -2.46 -0.45
C -0.55 -3.80 0.14
C 4.17 -0.93 -1.67
C -1.30 -5.06 0.55
C 0.16 -1.73 3.45
C 2.45 -1.45 4.19
C 1.00 -3.13 5.17
C -1.39 1.70 0.76
C 2.62 2.20 -0.68
C -0.05 -2.76 4.34
C -3.29 -3.18 -1.79
C -1.27 -1.20 -4.31
C 0.61 -3.60 1.12
C -2.22 2.00 -1.20
C 3.89 2.86 -0.15
C 2.33 0.75 1.87
C 3.88 -0.63 -0.20
C -3.90 -1.06 -0.66
C -1.22 0.52 -6.02
C 1.48 -0.99 -4.25
C -0.17 2.51 -5.04
C -3.59 4.08 -0.95
C 5.16 -0.06 0.42
C -2.25 2.93 0.87
C 1.22 0.71 -5.96
C 3.52 -1.95 0.46
C 2.23 -2.49 5.08
C 1.40 -1.05 3.38
C -1.85 -1.83 1.98
C 2.69 2.12 -2.21
B -0.10 0.06 2.11
H -2.07 -5.34 -0.17
H -3.87 -0.47 0.26
H 4.38 -2.62 0.48
H 4.77 2.45 -0.63
H 5.88 -0.87 0.51
H -5.14 -3.41 0.07
H -4.28 -3.14 -2.24
H 0.57 -3.05 -1.55
H 1.22 3.11 0.74
H -3.75 -4.20 0.79
H -2.13 0.94 -5.58
H -3.02 2.43 -3.02
H -1.90 1.09 -2.96
H 2.39 -0.49 -3.91
H 3.26 -1.24 -2.18
H -2.75 -1.21 2.04
H 4.89 -1.74 -1.74
H -0.60 -5.88 0.61
H 0.51 2.65 -0.82
H 0.72 -4.80 -1.29
H -4.00 4.59 -0.08
H 0.97 -2.57 1.07
H 2.74 -2.44 -0.11
H 2.20 1.82 2.05
H 3.03 -2.78 5.75
H 1.32 0.82 -7.05
H -0.76 -4.15 -2.00
H -1.28 0.61 -7.11
H -2.28 -0.89 -4.01
H -4.95 -1.16 -0.95
H 4.60 -0.07 -2.19
H -3.04 2.82 1.61
H -3.02 -4.22 -1.69
H 3.41 -0.95 4.16
H 2.03 1.25 -5.47
H -4.34 -2.68 1.45
H 3.29 0.44 2.30
H -1.67 3.82 1.14
H -1.00 -3.25 4.41
H 1.55 4.07 -0.69
H 0.85 -3.90 5.90
H 1.44 -4.26 0.86
H 0.24 -2.45 -6.02
H -1.76 -4.95 1.54
H -1.14 2.95 -4.93
H 5.02 0.35 1.42
H -2.58 -2.70 -2.47
H 0.32 -3.81 2.14
H 3.59 1.63 -2.54
H 1.82 1.59 -2.60
H 1.61 -2.07 -4.16
H -3.03 4.80 -1.54
H -3.37 -0.53 -1.44
H 5.61 0.70 -0.20
H 0.17 -1.23 -7.31
H 2.70 3.13 -2.62
H 3.86 3.92 -0.39
H -1.22 -2.29 -4.24
H -2.03 -2.77 2.50
H 0.72 3.07 -4.82
H 3.18 -1.83 1.49
H -4.43 3.69 -1.54
H 3.99 2.76 0.93
*
```

Values from the calculation:
Energy above the lowest of the compared OMol25 structures with the same formula, charge and spin, kcal/mol: 20.0
Total energy, Eh: -4277.888577
E_HOMO (spin up / spin down), eV: -10.627 / -12.544
LUMO (spin up / spin down), eV: -5.87 / -6.04
Strongest force on any atom, eV/A: 2.3
Expectation value of S²: 6.029
Frontier orbital gap (spin up / spin down), hartree: 0.17488 / 0.23914